[1]
# C6H13NO3

A cluster of 2 separate species, C6H13NO3 in total (ωB97M-V/def2-TZVPD, the OMol25 dataset).

As for the HOMO-LUMO gap: 9.10 eV. Its relative energy (zero: lowest compared OMol25 entry of this formula, charge and spin) is 94.0 kcal per mole. Its HOMO energy is -8.50 eV. The calculation puts the LUMO energy at 0.6 eV. For the total energy, the calculation gives -516.789264 a.u. As for the total charge: 0. The SMILES is CC(=O)N(C)C.CC(=O)O.

Each line ends with the natural charge from an NBO analysis.
Geometry (Å):
C: -1.318 -0.786 -1.072  -0.436
C: -1.624 -0.046 1.218  -0.424
C: 0.504 1.620 -1.610  -0.755
N: -0.699 -0.100 0.077  -0.462
C: -0.312 1.490 -0.356  0.783
O: -0.986 2.382 0.085  -0.518
H: -1.851 -0.093 -1.724  0.194
H: -2.587 0.370 0.922  0.195
H: -2.010 -1.575 -0.768  0.221
H: -0.532 -1.257 -1.656  0.236
H: -1.786 -1.052 1.607  0.220
H: -1.191 0.537 2.031  0.221
H: -0.017 2.276 -2.315  0.253
H: 1.427 2.125 -1.315  0.264
H: 0.796 0.672 -2.055  0.245
C: 2.040 0.145 0.715  -0.717
C: 0.871 -1.280 0.605  0.834
O: 0.667 -1.687 1.893  -0.752
O: 1.190 -2.114 -0.235  -0.715
H: 0.898 -2.630 1.921  0.493
H: 1.410 0.785 1.317  0.197
H: 2.049 0.200 -0.362  0.202
H: 3.059 0.019 1.079  0.219



[2]
# C6H13NO3

A structure of composition C6H13NO3 (ωB97M-V/def2-TZVPD, the OMol25 dataset).

As for the HOMO-LUMO gap: 8.93 eV. Its relative energy (zero: lowest compared OMol25 entry of this formula, charge and spin) is 234.7 kcal per mole. Its HOMO energy is -8.33 eV. The calculation puts the LUMO energy at 0.6 eV. For the total energy, the calculation gives -516.565081 a.u. As for the total charge: 0.

Each line ends with the natural charge from an NBO analysis.
Geometry (Å):
C: -1.835 -0.584 -0.691  -0.106
C: -0.869 -0.554 0.373  -0.309
C: -0.811 0.941 1.014  -0.229
C: 1.185 1.409 -0.130  -0.271
C: 1.281 0.005 -0.723  0.112
C: 0.590 -1.002 0.058  0.054
H: -3.416 -0.898 -0.011  0.441
H: -1.225 0.012 -1.446  0.201
H: -1.928 -1.680 -1.218  0.167
H: -1.320 -1.219 1.304  0.202
H: -0.053 1.269 1.830  0.220
H: -2.096 1.511 1.280  0.225
H: -0.856 2.168 -0.799  0.379
H: 1.613 0.988 0.922  0.176
H: 1.790 2.073 -0.769  0.236
H: 0.917 0.060 -2.160  0.143
H: 2.941 -0.418 -0.056  0.467
H: 0.004 -2.079 -0.509  0.224
H: 0.850 -0.596 2.104  0.485
N: -0.114 1.767 0.097  -0.683
O: -3.179 -0.233 -0.421  -0.667
O: 2.569 -0.427 -0.978  -0.719
O: 1.402 -1.196 1.331  -0.746



[3]
# C6H13NO3

The molecule C6H13NO3 (ωB97M-V/def2-TZVPD, the OMol25 dataset).

As for the HOMO-LUMO gap: 9.84 eV. Its relative energy (zero: lowest compared OMol25 entry of this formula, charge and spin) is 59.7 kcal per mole. Its HOMO energy is -9.03 eV. The calculation puts the LUMO energy at 0.8 eV. For the total energy, the calculation gives -516.843892 a.u. As for the total charge: 0. The SMILES is CC(C)NCCOC(=O)O.

Each line ends with the natural charge from an NBO analysis.
Geometry (Å):
C: 0.573 -1.013 1.213  -0.609
C: -0.606 -0.432 0.441  -0.042
C: -1.934 -0.894 1.039  -0.615
N: -0.519 1.027 0.369  -0.671
C: -1.305 1.650 -0.685  -0.245
C: -1.353 3.144 -0.404  -0.072
O: -1.523 3.358 1.007  -0.513
C: -0.724 2.739 1.861  1.035
O: -1.079 2.393 2.963  -0.596
H: 0.534 -2.111 1.197  0.217
H: 1.528 -0.704 0.766  0.208
H: 0.552 -0.673 2.258  0.215
H: -0.549 -0.829 -0.592  0.161
H: -2.798 -0.476 0.504  0.206
H: -2.015 -1.988 0.977  0.212
H: -2.003 -0.596 2.095  0.222
H: -0.869 1.489 -1.688  0.186
H: -2.331 1.255 -0.676  0.201
H: -0.410 3.622 -0.695  0.191
H: -2.214 3.612 -0.894  0.208
H: 0.614 1.540 0.468  0.438
O: 0.813 3.066 1.529  -0.825
H: 1.287 2.955 2.361  0.490



[4]
# C6H13NOS

A structure of composition C6H13NOS (ωB97M-V/def2-TZVPD, the OMol25 dataset).

As for the HOMO-LUMO gap: 10.34 eV. Its relative energy (zero: lowest compared OMol25 entry of this formula, charge and spin) is 109.1 kcal per mole. Its HOMO energy is -9.57 eV. The calculation puts the LUMO energy at 0.8 eV. For the total energy, the calculation gives -764.443480 a.u. As for the total charge: 0.

Each line ends with the natural charge from an NBO analysis.
Geometry (Å):
C: 1.661 0.936 0.097  -0.278
C: 1.130 -1.663 0.350  -0.627
C: -1.208 0.690 1.304  -0.606
C: -1.532 0.836 -1.054  -0.593
C: 0.449 -0.495 -0.350  -0.139
C: -0.912 -0.065 0.014  -0.243
N: 2.967 0.913 -0.570  -0.771
O: 3.481 1.840 1.693  -0.932
S: 3.027 0.594 1.131  1.348
H: 1.053 1.792 0.324  0.217
H: 1.391 -1.472 1.393  0.202
H: 0.469 -2.441 0.315  0.208
H: 2.045 -1.901 -0.133  0.205
H: -2.263 0.437 1.470  0.214
H: -0.681 0.291 2.129  0.207
H: -1.122 1.742 1.182  0.205
H: -1.286 1.897 -1.005  0.205
H: -2.517 0.609 -0.974  0.207
H: -1.110 0.327 -1.863  0.201
H: 0.458 -0.872 -1.384  0.200
H: -1.575 -0.969 0.018  0.197
H: 2.971 0.221 -1.243  0.373



[5]
# C6H13NSSi

The molecule C6H13NSSi (ωB97M-V/def2-TZVPD, the OMol25 dataset).

As for the multiplicity: 3. As for the HOMO-LUMO gap (alpha / beta): 4.39 / 6.52 eV. Its expectation value of S² is 2.02. Its HOMO energy (alpha / beta) is -3.89 / -10.28 eV. The calculation puts the LUMO energy (alpha / beta) at 0.5 / -3.8 eV. For the total energy, the calculation gives -978.623961 a.u. As for the total charge: 0.

Each line ends with the natural charge from an NBO analysis.
Geometry (Å):
C: 2.980 0.100 0.436  -0.236
C: -0.638 -0.312 -2.288  -0.596
C: -0.546 -1.934 1.582  -0.615
C: -0.795 2.349 0.167  -1.141
C: 0.626 -0.163 -1.395  -0.853
C: -0.733 -0.380 1.537  -0.814
N: 3.526 -0.886 0.249  -0.324
Si: 0.186 0.769 0.211  1.379
S: 2.130 1.492 0.942  0.291
H: -1.434 -0.679 -1.765  0.197
H: -0.907 0.675 -2.672  0.200
H: -0.417 -0.922 -3.143  0.217
H: -0.677 -2.502 0.664  0.207
H: 0.440 -2.154 1.866  0.207
H: -1.062 -2.512 2.417  0.210
H: -0.093 3.116 -0.128  0.234
H: -1.616 2.197 -0.453  0.241
H: -1.248 2.694 1.161  0.259
H: 1.269 0.417 -1.939  0.226
H: 1.207 -1.055 -1.252  0.256
H: -0.349 -0.038 2.421  0.221
H: -1.850 -0.271 1.382  0.233



[6]
# C6H13O2

A cluster of 2 separate species, C6H13O2 in total (ωB97M-V/def2-TZVPD, the OMol25 dataset).

As for the multiplicity: 2. As for the HOMO-LUMO gap (alpha / beta): 2.71 / 8.11 eV. Its relative energy (zero: lowest compared OMol25 entry of this formula, charge and spin) is 12.1 kcal per mole. Its expectation value of S² is 0.75. Its HOMO energy (alpha / beta) is 3.95 / -1.53 eV. The calculation puts the LUMO energy (alpha / beta) at 6.7 / 6.6 eV. For the total energy, the calculation gives -386.786529 a.u. As for the total charge: -2.

Each line ends with the natural charge from an NBO analysis.
Geometry (Å):
C: -1.886 -0.253 -0.906  -0.550
C: -2.058 -0.968 0.420  -0.877
C: -0.773 -0.932 -1.725  -0.916
H: -2.826 -0.164 -1.454  0.169
H: -1.546 0.747 -0.609  0.181
H: -1.114 -0.971 0.965  0.186
H: -2.285 -2.043 0.377  0.157
H: -1.236 -1.574 -2.477  0.145
H: -0.217 -0.201 -2.328  0.183
H: -2.877 -0.608 1.056  0.176
H: -0.104 -1.471 -1.063  0.190
C: 1.297 0.646 1.177  -0.561
C: 2.309 -0.134 0.366  -0.658
C: 1.334 2.215 1.001  0.772
O: 1.985 2.688 0.045  -0.804
O: 0.668 2.830 1.869  -0.816
H: 0.298 0.467 0.783  0.208
H: 1.180 0.533 2.252  0.206
H: 2.912 0.644 -0.116  0.238
H: 1.863 -0.685 -0.460  0.199
H: 3.077 -0.764 0.828  0.173



[7]
# C6H13O2P

A cluster of 3 separate species, C6H13O2P in total (ωB97M-V/def2-TZVPD, the OMol25 dataset).

As for the HOMO-LUMO gap: 9.00 eV. Its relative energy (zero: lowest compared OMol25 entry of this formula, charge and spin) is 107.4 kcal per mole. Its HOMO energy is -8.66 eV. The calculation puts the LUMO energy at 0.3 eV. For the total energy, the calculation gives -728.094643 a.u. As for the total charge: 0. The SMILES is C1CO1.CCP=O.C=C.

Each line ends with the natural charge from an NBO analysis.
Geometry (Å):
C: -4.159 -0.856 0.094  -0.124
C: -3.454 -2.102 0.216  -0.111
C: 4.796 -0.495 0.554  -0.390
C: 0.867 1.766 -0.349  -0.617
C: 4.171 -0.341 -0.579  -0.409
C: -0.220 0.818 0.163  -0.819
O: -2.536 2.132 0.608  -1.018
O: -2.804 -0.966 -0.297  -0.531
P: -1.811 1.464 -0.508  1.339
H: -4.658 -0.755 -0.856  0.196
H: -4.471 -0.198 1.033  0.220
H: -3.283 -2.501 1.168  0.184
H: -3.406 -2.821 -0.594  0.188
H: 4.249 -0.896 1.395  0.191
H: 5.923 -0.270 0.718  0.201
H: 0.793 1.710 -1.523  0.195
H: 0.737 2.754 -0.126  0.211
H: 1.907 1.584 -0.123  0.229
H: 3.060 -0.522 -0.676  0.206
H: 4.837 -0.156 -1.480  0.202
H: -0.361 0.814 1.203  0.230
H: -0.180 -0.164 -0.041  0.228



[8]
# C6H13O3Yb

A structure of composition C6H13O3Yb (ωB97M-V/def2-TZVPD, the OMol25 dataset).

As for the multiplicity: 3. As for the HOMO-LUMO gap (alpha / beta): 6.39 / 8.17 eV. Its relative energy (zero: lowest compared OMol25 entry of this formula, charge and spin) is 0.0 kcal per mole. Its expectation value of S² is 2.00. Its HOMO energy (alpha / beta) is -9.40 / -12.33 eV. The calculation puts the LUMO energy (alpha / beta) at -3.0 / -4.2 eV. For the total energy, the calculation gives -1620.426025 a.u. As for the total charge: +1.

Each line ends with the natural charge from an NBO analysis.
Geometry (Å):
C: 2.373 0.561 2.914  -0.306
O: 2.070 -0.217 1.780  -0.563
C: 0.936 -1.036 1.917  -0.096
C: -0.351 -0.292 1.637  -0.099
O: -0.140 0.844 0.814  -0.641
C: -1.059 1.092 -0.240  -0.104
C: -1.088 2.579 -0.546  -0.093
O: 0.029 3.345 -0.194  -0.579
C: 1.221 3.157 -1.051  -0.757
Yb: 1.857 2.026 0.674  1.494
H: 2.538 -0.081 3.795  0.242
H: 3.281 1.130 2.684  0.213
H: 0.909 -1.440 2.945  0.211
H: 1.025 -1.837 1.161  0.221
H: -0.775 0.083 2.578  0.199
H: -1.084 -0.965 1.168  0.220
H: -2.063 0.768 0.073  0.213
H: -0.797 0.494 -1.124  0.195
H: -1.907 3.025 0.035  0.215
H: -1.215 2.646 -1.642  0.205
H: 0.932 2.765 -2.041  0.206
H: 1.646 4.164 -1.190  0.230
H: 1.569 1.288 3.120  0.174



[9]
# C6H13O4P

The molecule C6H13O4P (ωB97M-V/def2-TZVPD, the OMol25 dataset).

As for the multiplicity: 3. As for the HOMO-LUMO gap (alpha / beta): 6.63 / 8.21 eV. Its relative energy (zero: lowest compared OMol25 entry of this formula, charge and spin) is 0.0 kcal per mole. Its expectation value of S² is 2.01. Its HOMO energy (alpha / beta) is -5.81 / -10.69 eV. The calculation puts the LUMO energy (alpha / beta) at 0.8 / -2.5 eV. For the total energy, the calculation gives -878.621707 a.u. As for the total charge: 0.

Each line ends with the natural charge from an NBO analysis.
Geometry (Å):
C: 1.890 -0.030 0.467  0.153
C: 2.737 -0.099 -0.702  -0.649
C: 0.559 -2.202 -0.151  -0.625
C: -2.698 -0.769 0.809  -0.262
C: -0.934 2.957 -0.091  -0.244
C: 0.612 -0.814 0.572  -0.555
O: 2.112 0.727 1.383  -0.184
O: -0.272 0.529 -1.814  -1.098
O: -2.007 -0.467 -0.373  -0.827
O: -0.983 1.594 0.391  -0.852
P: -0.605 0.245 -0.442  2.375
H: 2.162 0.033 -1.698  0.246
H: 3.434 0.630 -0.607  0.223
H: 3.248 -1.034 -0.941  0.212
H: -0.233 -2.825 0.162  0.226
H: 1.488 -2.694 -0.190  0.224
H: 0.316 -2.081 -1.230  0.231
H: -3.169 0.136 1.273  0.199
H: -1.990 -1.082 1.644  0.168
H: -3.366 -1.681 0.569  0.205
H: -0.100 3.507 0.438  0.189
H: -1.937 3.428 0.055  0.188
H: -0.747 2.889 -1.156  0.205
H: 0.481 -0.897 1.634  0.251



[10]
# C6H13O4Sn

A structure of composition C6H13O4Sn (ωB97M-V/def2-TZVPD, the OMol25 dataset).

As for the HOMO-LUMO gap (alpha / beta): 5.30 / 4.35 eV. Its relative energy (zero: lowest compared OMol25 entry of this formula, charge and spin) is 0.0 kcal per mole. Its HOMO energy (alpha / beta) is -2.06 / -1.18 eV. The calculation puts the LUMO energy (alpha / beta) at 3.2 / 3.2 eV. For the total energy, the calculation gives -751.445411 a.u. As for the total charge: -1.

Each line ends with the natural charge from an NBO analysis.
Geometry (Å):
O: -3.406 -0.529 0.340  -0.932
C: -2.498 -1.021 -0.538  -0.180
C: -1.263 -1.541 0.029  -0.169
O: -1.414 -1.945 1.365  -0.616
C: -0.220 -2.317 2.021  -0.239
Sn: -3.168 -0.978 2.226  0.580
H: -2.932 -1.724 -1.274  0.131
H: -0.785 -2.342 -0.553  0.165
H: -0.491 -2.659 3.027  0.184
H: 0.280 -3.138 1.484  0.179
H: 0.456 -1.451 2.097  0.193
H: -1.931 0.045 -1.456  0.306
H: -0.274 -0.513 -0.506  0.159
O: -0.921 0.908 -2.100  -0.757
C: 3.028 2.392 0.071  -0.237
O: 2.323 1.476 -0.730  -0.543
C: 0.987 1.836 -0.940  -0.121
C: 0.251 0.687 -1.589  0.018
H: 4.062 2.041 0.194  0.174
H: 3.039 3.380 -0.413  0.153
H: 2.557 2.487 1.066  0.158
H: 0.916 2.729 -1.589  0.140
H: 0.480 2.078 0.014  0.150
H: 0.925 0.101 -2.246  0.103



Question: What is the total charge in the tenth record?
Answer: -1